The following is a quantum chemistry calculation of a gas-phase ion, C5H10IN4O (charge +1) at a distorted geometry, from OMol25.

```
21
Properties=species:S:1:pos:R:3:nbo_charge:R:1
C 1.625 -0.427 0.868 0.619
C 0.023 1.755 0.005 -0.144
C -0.464 0.362 -0.266 -0.005
C -0.574 0.126 -1.833 -0.628
C -1.789 0.226 0.492 -0.664
N 2.406 0.550 0.400 -0.189
N 2.154 1.639 0.005 0.108
N 0.468 -0.785 0.251 -0.184
N -0.111 -2.000 0.439 -0.649
O 2.145 -1.373 1.668 -0.624
I -0.488 3.383 -1.304 0.373
H 0.010 2.049 0.999 0.182
H -1.205 0.950 -2.158 0.234
H -0.926 -0.874 -2.041 0.226
H 0.440 0.269 -2.461 0.242
H -2.269 -0.764 0.623 0.273
H -2.615 0.801 0.144 0.254
H -1.692 0.385 1.548 0.236
H 3.059 -1.305 1.734 0.516
H 0.262 -2.531 1.252 0.424
H -0.457 -2.435 -0.364 0.400
```

Values from the calculation:
Charge ... +1
Orbital gap (spin up / spin down) ... 7.07 / 6.79 eV
HOMO energy (spin up / spin down) ... -11.643 / -13.306 eV
Spin multiplicity ... 3

The following is a quantum chemistry calculation of C23H31N3O4 in the gas phase, from OMol25.

```
61
Properties=species:S:1:pos:R:3:nbo_charge:R:1
C -5.083 -1.161 0.432 -0.642
C -5.481 0.291 0.196 -0.059
O -4.636 1.205 0.870 -0.500
C -3.300 1.280 0.599 0.223
C -2.527 1.765 1.649 -0.221
C -1.165 1.960 1.544 -0.256
C -0.538 1.652 0.346 0.142
C -1.291 1.166 -0.719 -0.329
C -2.663 0.983 -0.624 0.318
O -3.442 0.556 -1.668 -0.526
C -2.844 0.056 -2.846 -0.060
C -2.231 -1.330 -2.663 -0.644
H -1.796 -1.664 -3.601 0.217
H -1.459 -1.322 -1.897 0.223
H -3.000 -2.039 -2.363 0.213
H -3.672 0.002 -3.558 0.195
H -2.105 0.764 -3.240 0.167
H -0.779 0.943 -1.643 0.211
N 0.840 1.791 0.142 -0.628
C 1.814 2.148 1.015 0.670
O 1.653 2.440 2.179 -0.610
C 3.211 2.105 0.382 -0.330
N 3.175 1.715 -1.023 -0.478
C 3.170 2.873 -1.901 -0.411
H 2.375 3.553 -1.597 0.207
H 2.981 2.548 -2.924 0.205
H 4.123 3.421 -1.881 0.180
C 4.219 0.773 -1.387 -0.305
C 4.122 -0.577 -0.673 0.669
O 5.084 -1.311 -0.585 -0.625
N 2.899 -0.888 -0.208 -0.628
H 2.165 -0.199 -0.252 0.412
C 2.645 -2.082 0.585 -0.090
C 1.173 -2.405 0.543 0.063
C 0.723 -3.571 -0.062 -0.240
C -0.627 -3.876 -0.086 -0.196
C -1.544 -3.014 0.492 -0.227
C -1.106 -1.844 1.089 -0.197
C 0.244 -1.542 1.113 -0.255
H 0.569 -0.633 1.596 0.218
H -1.811 -1.162 1.540 0.225
H -2.596 -3.259 0.483 0.214
H -0.963 -4.789 -0.554 0.212
H 1.435 -4.248 -0.511 0.213
C 3.143 -1.889 2.022 -0.612
H 2.920 -2.773 2.613 0.217
H 4.219 -1.735 2.011 0.227
H 2.668 -1.028 2.486 0.207
H 3.223 -2.892 0.125 0.223
H 4.136 0.568 -2.460 0.224
H 5.232 1.166 -1.208 0.201
H 3.797 1.386 0.962 0.238
H 3.680 3.087 0.534 0.218
H 1.176 1.598 -0.797 0.424
H -0.593 2.335 2.375 0.257
H -3.038 1.994 2.571 0.229
H -5.518 0.507 -0.875 0.189
H -6.466 0.487 0.632 0.185
H -5.016 -1.363 1.499 0.211
H -4.118 -1.365 -0.024 0.208
H -5.827 -1.820 -0.008 0.215
```

Values from the calculation:
ΔE to the lowest compared entry with this formula, charge and spin ... 4.28 kcal/mol
Charge ... 0
Orbital gap ... 8.37 eV
Structure (SMILES) ... CCOc1ccc(NC(=O)CN(C)CC(=O)N[C@@H](C)c2ccccc2)cc1OCC
HOMO energy ... -7.899 eV
Spin multiplicity ... 1

The following is a quantum chemistry calculation of a molecular structure, C28H34MoNO at a distorted geometry, from OMol25.

```
65
Properties=species:S:1:pos:R:3:nbo_charge:R:1
C 2.266 0.034 0.762 -0.222
C 2.255 -0.776 -0.416 -0.168
C 1.793 0.023 -1.504 -0.291
H 2.632 -1.792 -0.498 0.257
C 1.458 1.325 -0.978 -0.234
C 1.777 1.329 0.410 -0.200
H 1.125 2.179 -1.565 0.272
C -1.474 -2.421 1.289 -0.159
C -0.235 -2.910 0.825 -0.197
C -0.058 -2.486 -0.542 -0.294
H 0.423 -3.600 1.357 0.248
C -1.276 -1.771 -0.935 -0.168
C -2.118 -1.712 0.237 -0.181
H 1.791 -0.264 -2.553 0.280
H 1.690 2.193 1.061 0.279
H 2.617 -0.280 1.741 0.274
H -3.124 -1.294 0.239 0.267
H 0.698 -2.844 -1.240 0.258
H -1.896 -2.608 2.277 0.249
Mo 0.059 -0.230 -0.015 0.781
C -1.633 -1.343 -2.349 -0.021
C -3.162 -1.361 -2.449 -0.617
C -1.007 -2.289 -3.390 -0.602
H -3.517 -2.350 -2.133 0.225
H -3.490 -1.178 -3.475 0.224
H -3.585 -0.595 -1.790 0.237
H -1.291 -3.329 -3.191 0.228
H 0.091 -2.230 -3.418 0.201
H -1.374 -2.014 -4.389 0.227
C -0.985 0.060 -2.599 -0.491
C -1.909 1.207 -2.897 0.712
H -0.169 -0.001 -3.320 0.267
H -0.527 0.504 -1.649 0.179
O -2.644 1.564 -1.975 -0.568
N -1.743 1.850 -4.137 -0.666
C -0.523 2.717 -4.192 -0.237
H -2.596 2.393 -4.323 0.403
C 0.775 1.990 -4.524 -0.061
C 2.003 2.592 -4.198 -0.218
H 2.005 3.560 -3.683 0.219
C 3.213 1.963 -4.510 -0.202
H 4.161 2.435 -4.235 0.229
C 3.210 0.727 -5.163 -0.234
H 4.151 0.235 -5.412 0.229
C 1.998 0.128 -5.516 -0.160
H 1.967 -0.839 -6.017 0.218
C 0.787 0.781 -5.236 -0.249
H -0.173 0.344 -5.531 0.234
H -0.395 3.229 -3.216 0.189
H -0.714 3.496 -4.945 0.242
C 1.056 -0.482 4.770 -0.583
C -0.239 0.277 4.463 -0.191
C -1.452 -0.514 4.961 -0.583
C -0.190 1.714 4.986 -0.586
C -0.360 0.317 3.011 0.217
C -0.500 0.300 1.799 -0.411
H 1.193 -0.583 5.852 0.226
H 1.924 0.052 4.355 0.207
H 1.014 -1.492 4.332 0.210
H -1.425 -0.646 6.049 0.222
H -2.387 -0.002 4.692 0.223
H -1.441 -1.513 4.498 0.204
H 0.687 2.225 4.568 0.212
H -1.096 2.266 4.702 0.224
H -0.104 1.734 6.077 0.222
```

Values from the calculation:
ΔE to the lowest compared entry with this formula, charge and spin ... 60.22 kcal/mol
Charge ... +1
Orbital gap (spin up / spin down) ... 6.77 / 7.31 eV
HOMO energy (spin up / spin down) ... -10.746 / -11.590 eV
Spin multiplicity ... 3

Copy entry 1 word for word.
The following is a quantum chemistry calculation of a gas-phase ion, C5H10IN4O (charge +1) at a distorted geometry, from OMol25.

```
21
Properties=species:S:1:pos:R:3:nbo_charge:R:1
C 1.625 -0.427 0.868 0.619
C 0.023 1.755 0.005 -0.144
C -0.464 0.362 -0.266 -0.005
C -0.574 0.126 -1.833 -0.628
C -1.789 0.226 0.492 -0.664
N 2.406 0.550 0.400 -0.189
N 2.154 1.639 0.005 0.108
N 0.468 -0.785 0.251 -0.184
N -0.111 -2.000 0.439 -0.649
O 2.145 -1.373 1.668 -0.624
I -0.488 3.383 -1.304 0.373
H 0.010 2.049 0.999 0.182
H -1.205 0.950 -2.158 0.234
H -0.926 -0.874 -2.041 0.226
H 0.440 0.269 -2.461 0.242
H -2.269 -0.764 0.623 0.273
H -2.615 0.801 0.144 0.254
H -1.692 0.385 1.548 0.236
H 3.059 -1.305 1.734 0.516
H 0.262 -2.531 1.252 0.424
H -0.457 -2.435 -0.364 0.400
```

Values from the calculation:
Charge ... +1
Orbital gap (spin up / spin down) ... 7.07 / 6.79 eV
HOMO energy (spin up / spin down) ... -11.643 / -13.306 eV
Spin multiplicity ... 3